1.
# C13H21AlCl7F7KMgN3O10PS

A molecular structure, C13H21AlCl7F7KMgN3O10PS in a non-equilibrium geometry (the ωB97M-V functional and the def2-TZVPD basis, OMol25).

```
66
C13H21AlCl7F7KMgN3O10PS, DFT the ωB97M-V functional and the def2-TZVPD basis
K 3.1200 -3.4068 1.1451
Cl -4.0129 -6.9022 -4.2909
Cl -2.5460 -5.6597 -2.1070
Cl -1.9935 3.7462 0.0489
Cl -5.4342 -5.9649 -1.9316
Cl -3.7111 -8.3030 -1.7587
Cl 3.5374 4.4471 -1.2857
Cl 3.4275 1.9082 1.0021
S 0.5176 1.2148 0.9623
P 3.2455 -5.0373 4.1194
Al -4.0071 1.8351 -0.0617
Mg 1.3786 -5.0680 6.0226
F -4.7662 -2.3170 -1.7450
F -3.0318 -0.5781 -2.3470
F 0.9219 -1.6577 2.4706
F -3.9987 -2.6498 0.4961
F -0.8973 -2.8480 3.4742
F 0.5907 -3.9619 1.9513
F -2.9074 -0.2370 0.0081
O 2.8034 -3.5994 4.4374
O 4.3822 -5.4466 5.0705
O 7.4069 5.2428 -1.0695
O 3.7421 -5.1111 2.6663
O -1.0942 -2.3058 1.1597
O 3.3281 -7.0022 5.4598
O 2.0546 -5.9921 4.3040
O 6.9090 5.4647 1.0118
O 8.2773 6.8394 0.0805
O -2.4180 4.9975 -2.6763
N -1.1123 -1.5191 -1.2381
N -0.3473 -0.4019 -1.5021
N 7.5311 5.8489 0.0076
C 3.0790 -7.8260 6.4667
C -2.0025 6.2949 -4.7279
C -3.4414 5.8422 -2.1561
C 4.6509 3.1990 0.8907
C -0.1182 -2.6788 2.1952
C 0.1892 0.1829 -0.3928
C 4.0545 4.5155 0.4178
C -2.6098 -1.2244 -1.0475
C -3.9260 -6.7074 -2.5221
C -4.8384 5.4506 -2.6093
C -0.5481 -2.4730 -0.1986
C -2.2993 4.9453 -4.0962
C -3.5322 -2.5828 -0.9178
H 5.4472 2.8546 0.2236
H -1.8850 6.1907 -5.8106
H 3.0659 -7.3940 7.4819
H 3.7739 -8.6702 6.6129
H 2.1117 -8.3567 6.4581
H -1.0938 -2.0829 -2.1441
H 4.8039 5.3092 0.4891
H 3.1915 4.8077 1.0238
H -3.3913 5.7611 -1.0656
H 5.0743 3.3207 1.8917
H -1.0801 6.7164 -4.3141
H 0.6431 -2.5503 -0.2250
H -5.0577 4.4141 -2.3233
H -4.9497 5.5192 -3.6932
H -3.0180 -3.5631 -1.2962
H -3.1955 4.4927 -4.5330
H -2.8017 7.0171 -4.5453
H -5.5862 6.1080 -2.1539
H -1.4707 4.2626 -4.3179
H -3.2274 6.8879 -2.3967
H -0.9080 -3.5579 -0.5492
```

total charge	+1
Kohn-Sham gap	1.008	eV
HOMO level	-7.84	eV
molecular weight	913.905	Da
lowest unoccupied orbital energy	-6.829	eV
max |F|	7.96	eV Å⁻¹


2.
# C4H14N2O

A molecular structure, C4H14N2O in a non-equilibrium geometry (the ωB97M-V functional and the def2-TZVPD basis, OMol25).

```
21
C4H14N2O, DFT the ωB97M-V functional and the def2-TZVPD basis
O 0.1001 -0.3899 -1.3395
N -1.8954 1.4632 0.4340
N -2.5827 -0.6950 -0.0105
C 1.7217 1.1274 -0.3869
C 0.9972 -0.2013 -0.2278
C 1.9837 -1.3563 -0.1448
C -2.1816 0.2002 0.9957
H 2.3331 1.3397 0.4885
H 2.6194 -1.4021 -1.0375
H -0.9763 -0.2411 1.4366
H 1.4588 -2.3064 -0.0433
H 1.0188 1.9468 -0.5379
H 2.3799 1.1149 -1.2648
H -1.5226 2.1064 1.1215
H -2.9704 -1.5548 0.3521
H -1.8089 -0.8815 -0.6502
H 0.2367 -0.2239 0.8006
H 0.6135 -0.4455 -2.1553
H 2.6377 -1.2307 0.7164
H -1.2292 1.3487 -0.3304
H -2.9333 0.2811 1.7834
```

total charge	0
Kohn-Sham gap	8.889	eV
HOMO level	-8.05	eV
molecular weight	106.169	Da
lowest unoccupied orbital energy	0.834	eV
max |F|	3.88	eV Å⁻¹


3.
# H24O12

12 unconnected molecules or ions with the total composition H24O12 in a non-equilibrium geometry (the ωB97M-V functional and the def2-TZVPD basis, OMol25).

```
36
H24O12, DFT the ωB97M-V functional and the def2-TZVPD basis
O -3.5362 3.3753 1.2405
O -0.6566 -2.4496 2.6884
O 2.8421 -3.2669 0.5564
O -1.0571 -0.9687 -2.1445
O 3.4607 3.1838 -0.9743
O -2.2985 -2.9928 -0.9005
O 0.4290 1.4173 2.4763
O -2.7169 -0.9534 0.0624
O 0.2412 1.3341 -0.5030
O 1.8575 -0.9523 -1.0773
O 3.7180 0.1426 0.0055
O -1.8944 1.1828 -1.9337
H 0.9025 -0.9121 -1.2009
H -0.1260 0.6729 0.0944
H 1.9306 -2.9624 0.6300
H 3.2540 -2.9746 1.3773
H 1.1444 1.4572 -0.1900
H 1.0363 1.8289 3.1014
H -2.9249 4.1159 1.3226
H -1.7242 -1.5041 -1.7004
H 4.3335 3.1024 -0.5734
H -3.2867 2.9563 0.4091
H 0.0441 -1.9421 2.2637
H -2.7056 1.3510 -2.4262
H -3.4625 -0.9987 0.6715
H -0.3684 1.9556 2.5349
H -1.6419 2.0490 -1.5947
H 2.1338 -0.0290 -1.0824
H 2.8671 0.3930 0.3827
H -1.4619 -2.1467 2.2541
H 3.5625 -0.7347 -0.3622
H 2.9623 3.7170 -0.3447
H -1.4205 -3.1937 -1.2436
H -2.8406 -2.8880 -1.6905
H -1.9581 -0.7857 0.6326
H -0.6386 -1.5797 -2.7614
```

total charge	0
Kohn-Sham gap	10.495	eV
HOMO level	-10.72	eV
molecular weight	216.180	Da
lowest unoccupied orbital energy	-0.223	eV
SMILES	O.O.O.O.O.O.O.O.O.O.O.O
max |F|	1.92	eV Å⁻¹


4.
# C33H60F2N3O11S3

10 unconnected molecules or ions with the total composition C33H60F2N3O11S3 in a non-equilibrium geometry (the ωB97M-V functional and the def2-TZVPD basis, OMol25).

```
112
C33H60F2N3O11S3, DFT the ωB97M-V functional and the def2-TZVPD basis
S 2.3030 31.8140 4.1110
S 12.1530 38.6400 3.8480
S 7.8940 30.6530 11.1180
F 4.8430 31.2500 8.8950
F 15.2720 34.6110 5.3490
O 6.5970 30.2440 11.1390
O 6.2910 34.1490 5.4200
O 7.7870 38.5000 5.2560
O 12.8600 38.4490 5.0890
O 4.5260 37.3700 3.5160
O 2.9850 31.7530 5.3410
O 8.5340 30.6580 12.3840
O 11.4220 40.6100 6.8330
O 4.5390 41.2850 3.6880
O 1.2900 30.8530 3.7480
O 11.4710 39.8420 3.5620
N 5.3590 39.4110 4.6670
N 6.7550 36.2950 4.3780
N 9.5490 39.1360 7.2360
C 6.7930 35.3180 5.6430
C 4.7280 32.4210 9.3830
C 4.6120 39.6100 5.9270
C 13.9950 34.2040 5.4360
C 9.5530 30.9600 9.2310
C 11.2410 37.1550 3.6370
C 4.7550 34.9100 10.6640
C 13.3770 33.3630 4.5010
C 13.3620 38.3650 2.5880
C 8.6720 32.2260 9.2160
C 11.2080 33.6680 5.7840
C 1.7230 33.4350 4.1170
C 3.8460 33.5260 2.8870
C 5.3700 40.4570 3.6120
C 10.2570 40.4770 6.9000
C 9.2410 41.5260 6.2800
C 11.7470 36.7150 2.2350
C 4.5320 33.8180 11.5000
C 8.6920 29.7860 9.8890
C 7.6330 35.5820 6.7840
C 6.0610 40.3250 2.2280
C 11.8560 34.5440 6.6620
C 8.1010 32.2920 10.5140
C 11.9830 33.0680 4.7490
C 4.5420 32.5540 10.7970
C 13.2080 37.0280 2.1630
C 13.2370 34.9020 6.4260
C 4.8320 34.8060 9.2270
C 3.4060 32.1710 2.8410
C 4.7720 33.5430 8.6370
C 2.7170 34.4130 3.3500
C 7.1710 35.6870 3.0850
C 10.5140 38.2050 7.8380
H 5.7290 36.4650 4.3270
H 13.7610 36.8110 1.1830
H 8.4100 41.6330 6.9390
H 4.7320 40.4330 6.7820
H 7.3440 33.0680 10.6610
H 11.2440 37.2820 1.5460
H 10.1860 33.5030 5.8890
H 4.8020 38.6510 6.5040
H 7.8610 32.1150 8.3870
H 2.3980 34.9700 2.5800
H 7.0930 36.4500 2.2900
H 7.9390 34.7010 7.4030
H 10.0090 30.7090 8.2000
H 6.7480 41.1720 1.9550
H 8.9290 32.6270 11.2500
H 7.2700 37.2790 4.6040
H 11.0450 38.8030 8.6710
H 4.9000 35.9150 11.2020
H 12.9660 39.0030 1.8200
H 8.1100 29.3030 9.1150
H 4.0320 33.9430 12.3480
H 8.7610 39.5330 7.6420
H 8.9940 41.1440 5.3900
H 9.0400 38.6760 6.3520
H 10.0750 37.2570 8.0810
H 9.2320 32.9090 8.7290
H 3.1290 35.2830 4.0740
H 11.8200 35.4350 2.1460
H 6.4230 39.2340 2.1200
H 8.6380 35.9290 6.3890
H 11.1430 37.7090 7.1180
H 13.4460 35.7750 6.9790
H 8.0420 38.9230 4.4150
H 14.5150 38.6160 2.9200
H 4.8280 33.4360 7.4700
H 6.2980 39.0630 4.9700
H 13.8700 36.3490 2.8020
H 7.0630 36.2560 7.2240
H 9.8330 42.4800 6.4010
H 3.5970 39.7690 5.6650
H 11.6700 36.6200 4.5090
H 2.8800 31.9290 2.0320
H 6.5690 34.8210 2.7360
H 8.1940 35.3790 2.9040
H 4.9390 38.6480 4.2950
H 11.5250 32.1810 4.1930
H 1.6530 33.7100 5.0240
H 3.8170 36.8590 2.9400
H 10.1720 37.3370 3.7420
H 10.4070 31.3130 9.7490
H 4.2400 33.7720 2.0610
H 4.2910 31.3320 2.9100
H 9.1780 29.0600 10.2060
H 4.7750 35.6740 8.7830
H 14.0780 32.7470 3.9570
H 11.3060 35.0230 7.4500
H 4.8120 33.3160 3.5560
H 5.3870 40.2420 1.4460
H 4.1530 31.6380 11.3620
H 0.7490 33.4290 3.6810
```

total charge	+1
Kohn-Sham gap	7.682	eV
HOMO level	-10.65	eV
molecular weight	809.050	Da
lowest unoccupied orbital energy	-2.970	eV
max |F|	9.33	eV Å⁻¹


5.
# CH16O7

7 unconnected molecules or ions with the total composition CH16O7 in a non-equilibrium geometry (the ωB97M-V functional and the def2-TZVPD basis, OMol25).

```
24
CH16O7, DFT the ωB97M-V functional and the def2-TZVPD basis
O -1.4756 0.6308 1.0290
O 1.0403 1.4049 -1.5017
O 0.9134 -1.9462 -1.7671
O 0.8678 1.6080 1.1885
O -1.4480 2.6590 -1.1558
O 2.9966 -0.7619 0.5279
O -1.1880 -2.7431 -0.2551
C -1.5804 -0.7451 1.4269
H 1.5258 2.2312 -1.5596
H 3.5664 -0.7428 1.3029
H 2.4687 0.0339 0.6155
H -2.3339 1.0149 0.8271
H 0.9836 -1.1802 -2.3465
H -1.8116 -3.3535 -0.6541
H 0.0741 1.0675 1.4086
H -0.6472 2.6326 -1.6992
H -1.4200 1.8786 -0.5937
H 0.5753 2.5158 1.0680
H -0.4538 -2.6418 -0.9002
H -0.5701 -1.0841 1.6092
H 0.9068 1.3279 -0.5281
H -2.2396 -0.9092 2.2774
H 1.3954 -1.6249 -0.9960
H -2.1459 -1.2724 0.6761
```

total charge	0
Kohn-Sham gap	10.909	eV
HOMO level	-10.54	eV
molecular weight	140.132	Da
lowest unoccupied orbital energy	0.369	eV
SMILES	CO.O.O.O.O.O.O
max |F|	1.72	eV Å⁻¹


6.
# C4H6FN3

C4H6FN3 in the gas phase in a non-equilibrium geometry (the ωB97M-V functional and the def2-TZVPD basis, OMol25).

```
14
C4H6FN3, DFT the ωB97M-V functional and the def2-TZVPD basis
F -3.7602 1.1230 2.1220
N -0.6988 -1.0816 -0.3603
N 0.2491 -0.2720 0.0655
N -2.3076 -0.4583 1.2793
C 2.2500 1.0404 -0.6203
C -2.8605 0.1892 2.1759
C -1.7589 -1.3039 0.4876
C 1.1153 0.0780 -0.9974
H -2.2138 -2.2584 0.4319
H 0.5520 0.3221 -1.8752
H 3.0315 0.8845 -1.3455
H 1.6634 -0.8387 -1.2601
H 2.6500 0.5699 0.2429
H 2.0886 2.0058 -0.3462
```

total charge	0
Kohn-Sham gap (alpha / beta)	7.538 / 7.059	eV
HOMO level (alpha / beta)	-8.36 / -8.07	eV
molecular weight	115.111	Da
lowest unoccupied orbital energy (alpha / beta)	-0.824 / -1.009	eV
max |F|	4.62	eV Å⁻¹


The following ΔE to the lowest compared entry with this formula, charge and spin values (in eV) correspond, in order, to the records above: 7.0699, 2.4082, 4.3189, 2.0101, 0.8857, 4.8501.